# 1
# C36H47Br2N5O4Rb

A structure of composition C36H47Br2N5O4Rb (the ωB97M-V functional and the def2-TZVPD basis, the Open Molecules 2025 dataset).

Properties
* Kohn-Sham gap: 5.20 eV
* E: -194477.00302 eV
* HOMO: -3.67 eV
* charge: -1

```
95
C36H47Br2N5O4Rb the ωB97M-V functional and the def2-TZVPD basis
Rb 0.640 -0.932 -0.525
C -0.964 1.786 0.581
C -2.019 1.009 1.123
C -1.622 0.644 2.450
C -0.330 1.196 2.654
C 0.080 1.900 1.513
C 1.303 2.788 1.383
C 2.293 2.539 2.522
C 2.028 2.525 0.058
C 0.879 4.264 1.419
C -2.292 -0.211 3.535
C -3.754 0.158 3.826
C -2.214 -1.711 3.194
C -1.577 -0.025 4.885
C -3.340 0.853 0.363
C -3.894 -0.579 0.357
C -4.397 1.832 0.908
C -3.156 1.214 -1.118
H -0.989 2.278 -0.382
H 0.224 1.165 3.581
H 2.614 1.494 2.539
H 1.841 2.770 3.489
H 3.180 3.169 2.404
H 2.416 1.503 0.038
H 2.871 3.211 -0.080
H 1.344 2.653 -0.786
H 0.359 4.480 2.354
H 0.190 4.482 0.601
H 1.744 4.932 1.335
H -4.419 -0.037 2.991
H -3.831 1.217 4.081
H -4.119 -0.426 4.678
H -2.723 -1.939 2.259
H -2.664 -2.320 3.987
H -1.172 -2.016 3.081
H -1.606 1.020 5.199
H -0.534 -0.331 4.843
H -2.072 -0.632 5.649
H -4.160 -0.946 1.345
H -3.160 -1.264 -0.075
H -4.796 -0.625 -0.261
H -4.611 1.681 1.962
H -5.335 1.736 0.348
H -4.032 2.854 0.791
H -2.412 0.572 -1.590
H -2.860 2.256 -1.246
H -4.106 1.078 -1.645
N 2.104 -2.315 -3.922
C 2.980 -1.282 -4.465
C 2.635 0.107 -3.956
N 2.763 0.237 -2.499
H 2.280 -3.188 -4.409
H 1.130 -2.079 -4.141
H 2.948 -1.230 -5.562
H 4.019 -1.513 -4.192
H 1.607 0.338 -4.235
H 3.279 0.817 -4.493
H 2.670 1.212 -2.234
H 3.694 -0.046 -2.207
Br 1.520 -4.818 6.200
C 1.712 -3.772 4.636
C 1.387 -2.433 4.653
C 1.518 -1.731 3.461
N 1.961 -2.274 2.334
C 2.303 -3.563 2.344
C 2.172 -4.364 3.474
C 2.853 -4.115 1.069
C 3.635 -5.268 1.070
C 4.127 -5.720 -0.139
Br 5.197 -7.280 -0.186
C 3.850 -5.033 -1.303
C 3.072 -3.886 -1.198
N 2.587 -3.434 -0.045
H 1.016 -1.950 5.545
H 1.229 -0.687 3.396
H 2.402 -5.419 3.456
H 3.878 -5.789 1.984
H 4.223 -5.366 -2.261
H 2.812 -3.304 -2.081
O -0.489 -1.253 -4.835
C -0.840 -0.570 -3.850
O -0.956 -0.938 -2.660
C -1.100 0.904 -4.140
C -1.710 1.293 -5.328
C -1.923 2.633 -5.604
C -1.481 3.575 -4.689
C -0.854 3.221 -3.506
C -0.684 1.874 -3.236
N -1.679 5.000 -4.988
O -2.270 5.293 -6.013
O -1.240 5.817 -4.201
H -2.006 0.531 -6.036
H -2.410 2.957 -6.511
H -0.530 3.985 -2.815
H -0.239 1.562 -2.299
```

# 2
# C36H47F9N3O7

A cluster of 3 separate species, C36H47F9N3O7 in total at a distorted geometry (the ωB97M-V functional and the def2-TZVPD basis, the Open Molecules 2025 dataset).

Properties
* Kohn-Sham gap: 8.24 eV
* E: -81331.96641 eV
* HOMO: -11.45 eV
* charge: +1

```
102
C36H47F9N3O7 the ωB97M-V functional and the def2-TZVPD basis
C -3.248 1.312 -0.823
C -2.500 1.045 0.236
C -1.619 0.910 1.562
C -2.301 1.442 2.958
O -3.430 0.640 3.383
C -4.613 1.445 3.675
C -5.156 2.035 2.268
O -6.539 2.475 2.305
C -7.030 2.693 0.935
C -6.300 3.917 0.180
O -6.812 4.204 -1.148
C -6.006 3.580 -2.188
C -4.647 4.379 -2.547
C -0.060 1.420 1.540
C 0.469 2.285 0.286
C 1.601 1.573 -0.620
C 3.104 2.009 -0.219
F 3.890 0.770 -0.264
F 3.207 2.436 1.177
C 3.829 3.009 -1.252
F 3.806 2.450 -2.595
F 5.246 2.979 -0.886
C 3.401 4.552 -1.175
F 3.457 5.116 0.151
F 4.405 5.288 -1.936
C 1.979 4.953 -1.804
F 2.185 6.197 -2.532
F 0.965 5.287 -0.816
F 1.421 4.042 -2.744
C 0.879 0.272 2.199
N -0.135 -0.804 2.495
C -1.392 -0.723 1.626
C -1.019 -1.441 0.232
C -2.232 -2.234 -0.474
C -3.148 -3.115 0.517
C -2.348 -3.962 1.637
C -3.057 -3.739 3.108
H -3.895 1.135 -1.762
H -1.488 1.327 3.793
H -2.519 2.581 2.909
H -5.389 0.782 4.221
H -4.283 2.259 4.429
H -4.991 1.215 1.470
H -4.490 2.963 2.030
H -6.855 1.694 0.370
H -8.185 2.826 0.971
H -5.158 3.698 0.073
H -6.394 4.842 0.878
H -6.663 3.547 -3.137
H -5.801 2.471 -1.901
H -4.067 4.665 -1.583
H -3.979 3.656 -3.162
H -4.834 5.327 -3.178
H -0.077 2.212 2.399
H 0.884 3.281 0.730
H -0.372 2.623 -0.447
H 1.534 0.419 -0.460
H 1.425 1.708 -1.765
H 1.751 -0.173 1.597
H 1.266 0.658 3.207
H 0.217 -1.787 2.577
H -0.497 -0.599 3.455
H -2.146 -1.286 2.285
H -0.202 -2.236 0.479
H -0.542 -0.739 -0.552
H -2.933 -1.419 -0.930
H -1.863 -2.857 -1.371
H -3.696 -3.898 -0.154
H -4.002 -2.518 1.035
H -2.435 -5.085 1.394
H -1.228 -3.725 1.730
H -3.782 -4.624 3.241
H -2.221 -3.737 3.922
H -3.616 -2.725 3.161
C 3.427 -5.548 -0.967
C 3.428 -6.452 0.093
C 2.940 -6.068 1.339
C 2.448 -4.773 1.510
C 2.452 -3.862 0.453
C 2.944 -4.254 -0.787
N 1.910 -4.367 2.809
O 1.938 -5.180 3.720
O 1.456 -3.226 2.908
H 3.803 -5.854 -1.940
H 3.807 -7.459 -0.053
H 2.947 -6.782 2.156
H 2.076 -2.851 0.578
H 2.947 -3.556 -1.612
C 8.298 -0.489 -4.160
C 7.165 0.322 -4.143
C 5.938 -0.203 -3.750
C 5.857 -1.544 -3.371
C 6.986 -2.363 -3.394
C 8.209 -1.829 -3.792
N 4.572 -2.094 -2.932
O 3.596 -1.350 -2.942
O 4.544 -3.269 -2.574
H 9.255 -0.074 -4.463
H 7.241 1.366 -4.433
H 5.064 0.441 -3.740
H 6.932 -3.408 -3.106
H 9.094 -2.456 -3.810
```

# 3
# C36H47LaN2OP2S2

A structure of composition C36H47LaN2OP2S2 at a distorted geometry (the ωB97M-V functional and the def2-TZVPD basis, the Open Molecules 2025 dataset).

Properties
* Kohn-Sham gap: 8.31 eV
* E: -84223.41850 eV
* HOMO: -13.51 eV
* charge: +2

```
91
C36H47LaN2OP2S2 the ωB97M-V functional and the def2-TZVPD basis
La -0.108 -0.008 0.402
O -1.517 0.548 2.668
C -1.323 -0.174 3.909
C -0.262 0.452 4.797
C 1.095 0.629 4.098
C 1.715 -0.660 3.632
C 2.465 -1.418 4.524
C 3.072 -2.586 4.096
C 2.912 -2.964 2.771
C 2.140 -2.173 1.949
N 1.532 -1.043 2.355
H -1.870 1.416 2.888
H -1.021 -1.181 3.624
H -2.275 -0.235 4.438
H -0.148 -0.191 5.672
H -0.603 1.428 5.152
H 1.777 1.106 4.803
H 0.986 1.299 3.248
H 2.586 -1.076 5.543
H 3.667 -3.180 4.776
H 3.386 -3.854 2.381
H 2.007 -2.450 0.906
C -2.898 -4.512 -1.427
C -1.714 -3.832 -0.739
C -0.535 -3.650 -1.701
P -2.126 -2.220 0.104
C -2.758 -2.718 1.787
C -4.054 -3.526 1.799
C -1.651 -3.453 2.556
C -3.615 -1.503 -0.740
C -3.330 -1.241 -2.220
C -4.028 -0.215 -0.024
H -2.598 -5.516 -1.733
H -3.210 -3.980 -2.325
H -3.758 -4.611 -0.768
H -1.385 -4.473 0.083
H -0.807 -3.032 -2.560
H -0.223 -4.625 -2.079
H 0.327 -3.193 -1.208
H -2.949 -1.760 2.284
H -3.901 -4.528 1.399
H -4.853 -3.041 1.238
H -4.395 -3.634 2.830
H -1.586 -4.495 2.244
H -1.870 -3.454 3.625
H -0.667 -2.997 2.400
H -4.420 -2.237 -0.668
H -2.541 -0.503 -2.330
H -4.223 -0.844 -2.706
H -3.037 -2.147 -2.749
H -3.203 0.509 -0.007
H -4.357 -0.394 1.000
H -4.850 0.258 -0.563
N 0.359 2.407 1.221
C 0.749 3.430 1.578
C 1.230 4.682 2.025
C 2.051 5.463 1.205
C 2.536 6.664 1.685
C 2.208 7.087 2.967
C 1.383 6.316 3.778
C 0.890 5.113 3.315
H 2.294 5.125 0.206
H 3.169 7.275 1.057
H 2.596 8.027 3.337
H 1.122 6.658 4.770
H 0.242 4.506 3.934
S 2.096 -0.319 -1.280
P 1.122 0.834 -2.643
S -0.628 1.557 -1.917
C 0.857 -0.142 -4.141
C -0.404 -0.383 -4.669
C -0.520 -1.120 -5.839
C 0.614 -1.606 -6.472
C 1.875 -1.361 -5.941
C 2.001 -0.630 -4.773
C 2.169 2.214 -3.160
C 1.834 2.876 -4.339
C 2.605 3.947 -4.758
C 3.703 4.349 -4.008
C 4.035 3.684 -2.837
C 3.267 2.612 -2.406
H -1.282 0.021 -4.181
H -1.500 -1.306 -6.261
H 0.514 -2.172 -7.388
H 2.758 -1.736 -6.441
H 2.978 -0.434 -4.344
H 0.981 2.551 -4.923
H 2.358 4.459 -5.678
H 4.310 5.180 -4.344
H 4.904 3.985 -2.266
H 3.526 2.068 -1.506
```